<w>
2 unconnected molecules or ions with the total composition C4H11N4S, computed with the ωB97M-V functional and the def2-TZVPD basis.

Values from the calculation:
* HOMO level: -12.1 eV
* orbital gap: 7.769 eV

```
! wB97M-V def2-TZVPD RIJCOSX def2/J DEFGRID3
* xyz 1 1
H -0.114 2.486 3.452
H -0.119 1.532 -1.128
H 1.687 -2.259 -2.458
H -1.800 0.301 -2.445
H 2.863 -4.267 -1.405
N 2.523 -3.443 -0.802
H 0.958 3.431 1.154
H -1.379 1.313 3.282
N -1.006 1.073 0.571
N 0.477 2.708 0.779
N -0.750 2.048 2.753
C 1.785 -2.445 -1.396
C -0.792 0.902 -0.713
H -2.730 0.018 -0.992
S 1.030 -1.392 -0.379
H -1.246 -0.964 -1.351
H -1.848 0.461 0.868
C -0.352 1.989 1.453
H 2.529 -3.565 0.183
C -1.716 0.074 -1.428
*
```

---

<x>
A gas-phase ion, C4H11N4S (charge +1), computed with the ωB97M-V functional and the def2-TZVPD basis.

Values from the calculation:
* HOMO level: -12.5 eV
* orbital gap: 8.467 eV

```
! wB97M-V def2-TZVPD RIJCOSX def2/J DEFGRID3
* xyz 1 1
H 0.408 -2.048 0.374
H -0.820 1.978 -0.784
H 0.642 0.740 -1.244
S -0.922 3.599 1.107
N 0.867 -1.373 -1.458
H 0.417 1.870 2.915
C 0.119 -0.184 0.419
H 1.869 -1.455 -1.623
N 0.511 -0.137 -0.869
H -1.115 1.292 2.910
H 0.042 -2.374 -3.109
H -1.088 -1.532 -2.270
C -0.163 1.074 2.542
H 0.272 -0.563 -3.359
H 0.312 0.101 2.747
C 0.031 -1.453 -2.613
C -0.609 2.193 0.319
H -0.530 -1.473 1.891
N -0.021 -1.330 1.055
N -0.222 1.076 1.049
*
```

---

Short version: <w> is the most stable of them.

---

<w>
8 unconnected molecules or ions with the total composition H14IO7, computed with the ωB97M-V functional and the def2-TZVPD basis.

Values from the calculation:
* HOMO level: -5.7 eV
* orbital gap: 8.805 eV

```
! wB97M-V def2-TZVPD RIJCOSX def2/J DEFGRID3
* xyz -1 1
H 9.369 12.990 24.792
H 10.929 12.921 22.839
H 7.621 14.833 23.855
H 13.809 13.114 22.472
I 11.343 14.574 24.646
H 12.717 15.876 22.692
O 11.612 11.020 25.375
H 8.097 12.466 25.564
H 11.184 11.641 22.127
O 8.787 12.216 24.957
H 8.735 15.522 24.746
O 10.522 12.367 22.188
H 9.945 16.980 21.186
H 14.132 15.681 22.114
O 9.613 16.222 21.679
O 14.373 13.219 23.197
H 11.993 10.982 24.476
H 13.823 13.634 23.880
O 13.218 15.807 21.872
H 11.213 11.878 25.431
O 7.869 15.597 24.375
H 10.178 16.087 22.448
*
```

---

<x>
8 unconnected molecules or ions with the total composition H14IO7, computed with the ωB97M-V functional and the def2-TZVPD basis.

Values from the calculation:
* HOMO level: -5.7 eV
* orbital gap: 8.744 eV

```
! wB97M-V def2-TZVPD RIJCOSX def2/J DEFGRID3
* xyz -1 1
O -1.309 -2.463 -1.618
H -3.610 0.247 1.303
H -2.379 0.838 0.403
H 0.790 3.041 1.808
O -3.299 0.984 0.742
H -1.475 0.404 -4.360
O 3.083 0.675 1.499
H -1.057 0.114 -2.835
O 3.354 -0.988 -0.888
H -2.083 -2.289 -2.105
O -1.158 -1.612 2.395
H 3.275 0.772 2.458
H 2.208 0.337 1.552
H 3.481 -1.697 -0.228
H -0.622 -1.281 1.699
H 1.015 2.497 0.429
O 1.217 3.265 1.013
H 2.579 -0.590 -0.528
O -1.609 -0.197 -3.598
I 0.146 0.358 -0.447
H -1.599 -0.828 2.717
H -0.948 -1.588 -1.412
*
```

---

Short version: <w> is the most stable of them.

---

<w>
A gas-phase ion, C3H6N3O2 (charge +1), computed with the ωB97M-V functional and the def2-TZVPD basis.

Values from the calculation:
* HOMO level: -12.9 eV
* orbital gap: 8.685 eV

```
! wB97M-V def2-TZVPD RIJCOSX def2/J DEFGRID3
* xyz 1 1
C 2.998 0.982 -0.329
N 1.631 -0.880 0.198
H 3.573 1.767 0.217
C 0.444 -1.363 0.112
H -0.555 1.135 1.095
N -0.853 -0.742 0.024
H 2.898 1.105 -1.402
C -1.228 0.416 0.416
H -1.622 -1.376 -0.463
H 0.155 -2.386 0.424
N 2.268 0.149 0.262
H -4.101 0.379 -0.425
O -3.177 -0.013 -0.467
O -2.430 0.826 0.338
*
```

---

<x>
A molecular structure, C3H6N3O2, computed with the ωB97M-V functional and the def2-TZVPD basis.

Values from the calculation:
* HOMO level: -14.7 eV
* orbital gap: 9.604 eV

```
! wB97M-V def2-TZVPD RIJCOSX def2/J DEFGRID3
* xyz 1 1
H -2.548 -0.936 -0.267
H -1.442 2.000 -0.515
H 1.644 -2.156 0.306
C 0.833 1.205 0.036
N -0.531 0.617 0.158
H 0.854 2.069 0.833
O 2.946 0.034 0.082
O -1.676 1.410 0.141
H -1.540 -2.427 -0.049
C 1.772 -0.017 0.064
N 1.214 -1.247 0.133
H 0.793 1.553 -1.025
C -0.638 -0.690 0.163
N -1.681 -1.416 -0.060
*
```

---

Short version: <x> is the most stable of them.

---

<w>
A molecular structure, C3H3NOS2, computed with the ωB97M-V functional and the def2-TZVPD basis.

Values from the calculation:
* HOMO level: -8.8 eV
* orbital gap: 8.993 eV

```
! wB97M-V def2-TZVPD RIJCOSX def2/J DEFGRID3
* xyz 0 1
O 1.012 1.468 0.118
H -0.120 3.014 1.316
C 0.387 0.382 -0.259
C -0.538 -1.800 0.395
C 0.016 -0.139 -1.414
N -0.040 -0.874 1.060
S 0.774 2.073 1.675
H -0.905 -2.710 0.846
S -0.678 -1.740 -1.355
H 0.090 0.326 -2.381
*
```

---

<x>
C3H3NOS2 in the gas phase, computed with the ωB97M-V functional and the def2-TZVPD basis.

Values from the calculation:
* HOMO level: -8.5 eV
* orbital gap: 8.218 eV

```
! wB97M-V def2-TZVPD RIJCOSX def2/J DEFGRID3
* xyz 0 1
C 0.569 1.424 -0.088
C -1.168 0.181 0.149
S -2.820 -0.476 -0.137
C 0.910 0.089 0.008
N -0.851 1.401 0.022
S 2.556 -0.507 -0.154
H 1.201 2.259 -0.288
H -2.427 -1.715 -0.300
H 2.261 -1.910 0.758
O -0.231 -0.745 0.029
*
```

---

Short version: <x> is the most stable of them.

---

<w>
2 unconnected molecules or ions with the total composition C2H4IN3, computed with the ωB97M-V functional and the def2-TZVPD basis.

Values from the calculation:
* HOMO level: -8.7 eV
* orbital gap: 8.916 eV

```
! wB97M-V def2-TZVPD RIJCOSX def2/J DEFGRID3
* xyz 0 1
H -0.651 2.140 1.881
N -1.218 0.902 0.655
I 2.364 -0.203 1.095
C 0.986 -0.630 -0.732
H -1.907 0.211 -1.082
H 0.850 0.395 -1.127
N -0.928 1.185 1.788
H 0.984 -2.656 -0.872
N 0.639 -1.753 -1.164
C -1.119 0.409 -0.441
*
```

---

<x>
C2H4IN3 in the gas phase, computed with the ωB97M-V functional and the def2-TZVPD basis.

Values from the calculation:
* HOMO level: -9.4 eV
* orbital gap: 9.817 eV

```
! wB97M-V def2-TZVPD RIJCOSX def2/J DEFGRID3
* xyz 0 1
I -2.400 0.516 0.104
N 1.383 1.740 0.290
H -0.094 -0.001 1.582
H 0.185 0.760 -1.356
H -0.375 -2.949 -0.566
N 0.058 -1.310 0.160
H 1.907 2.325 -0.294
C 0.559 0.998 -0.283
N -0.840 -2.047 -0.244
C -0.383 -0.033 0.607
*
```

---

Short version: <x> is the most stable of them.

---

<w>
C5H9NS2 in the gas phase, computed with the ωB97M-V functional and the def2-TZVPD basis.

Values from the calculation:
* HOMO level: -8.5 eV
* orbital gap: 9.318 eV

```
! wB97M-V def2-TZVPD RIJCOSX def2/J DEFGRID3
* xyz 0 1
C 1.506 0.030 0.355
C -0.881 1.237 0.387
H 3.308 -0.647 -0.351
C 0.120 0.285 -0.229
H -0.122 -1.348 -1.593
H -0.298 -1.760 0.169
H 2.070 -1.582 -0.696
H -3.026 1.330 0.088
S -0.134 1.780 -1.148
H -2.558 0.316 1.443
C -2.266 0.626 0.418
C -0.516 -1.015 -0.626
H 1.305 -0.562 1.253
N 2.343 -0.629 -0.640
S -2.292 -0.752 -0.760
H -0.503 1.729 1.285
H 1.943 0.963 0.644
*
```

---

<x>
C5H9NS2 in the gas phase, computed with the ωB97M-V functional and the def2-TZVPD basis.

Values from the calculation:
* HOMO level: -8.7 eV
* orbital gap: 9.032 eV

```
! wB97M-V def2-TZVPD RIJCOSX def2/J DEFGRID3
* xyz 0 1
S 3.444 -0.973 -0.272
H -2.183 -3.104 0.427
H -0.426 -3.089 0.255
H -0.456 3.413 -0.449
N 0.902 -0.098 -0.759
C -0.400 0.183 -0.517
C -1.327 -2.470 0.310
S -1.595 -1.047 -0.696
H 1.092 -0.181 -1.915
H 1.652 -0.384 1.178
H 0.983 2.274 -0.657
C -0.871 1.324 0.124
H 0.456 2.892 0.955
C 0.013 2.551 -0.091
C 1.992 -0.387 0.059
H -1.839 1.348 0.732
H -1.437 -2.251 1.315
*
```

---

Short version: <w> is the most stable of them.

---

<w>
2 unconnected molecules or ions with the total composition C2H7O2, computed with the ωB97M-V functional and the def2-TZVPD basis.

Values from the calculation:
* HOMO level: -3.4 eV
* orbital gap: 7.745 eV

```
! wB97M-V def2-TZVPD RIJCOSX def2/J DEFGRID3
* xyz -1 1
H 0.202 -1.950 1.664
O 0.732 0.388 0.141
H 0.350 0.228 -2.629
C -0.489 -0.125 0.600
H -1.606 -1.781 1.470
C -0.640 -1.346 1.680
H -1.212 0.768 0.805
H -0.902 -0.822 2.718
H 0.586 0.860 -0.870
O 0.575 1.113 -2.197
H -1.105 -0.488 -0.386
*
```

---

<x>
2 unconnected molecules or ions with the total composition C2H7O2, computed with the ωB97M-V functional and the def2-TZVPD basis.

Values from the calculation:
* HOMO level: -2.8 eV
* orbital gap: 7.545 eV

```
! wB97M-V def2-TZVPD RIJCOSX def2/J DEFGRID3
* xyz -1 1
C -0.634 0.304 -0.588
H 0.131 1.139 1.318
C -0.228 1.467 0.342
H -1.143 2.044 0.553
H 0.512 -1.774 0.122
H -1.358 -0.293 0.081
H 1.976 -2.566 0.024
O 0.297 -0.519 -1.048
O 1.112 -2.518 0.596
H -1.286 0.730 -1.364
H 0.623 1.987 -0.036
*
```

---

<y>
2 unconnected molecules or ions with the total composition C2H7O2, computed with the ωB97M-V functional and the def2-TZVPD basis.

Values from the calculation:
* HOMO level: -3.2 eV
* orbital gap: 7.879 eV

```
! wB97M-V def2-TZVPD RIJCOSX def2/J DEFGRID3
* xyz -1 1
H -0.252 1.020 1.164
H -0.887 0.024 -0.859
C 1.506 -0.084 0.493
H 2.265 0.028 1.286
H -1.204 1.493 -1.311
C 0.047 -0.041 1.004
H 1.753 -1.022 -0.026
O -0.803 -0.830 0.303
H 0.166 -0.430 2.076
O -0.850 0.704 -1.695
H 1.774 0.686 -0.241
*
```

---

<z>
2 unconnected molecules or ions with the total composition C2H7O2, computed with the ωB97M-V functional and the def2-TZVPD basis.

Values from the calculation:
* HOMO level: -3.0 eV
* orbital gap: 7.611 eV

```
! wB97M-V def2-TZVPD RIJCOSX def2/J DEFGRID3
* xyz -1 1
H -1.021 0.162 -1.397
C -0.947 2.081 -0.372
H -0.909 2.478 0.643
O 1.106 -2.337 0.801
H -1.967 2.206 -0.588
H 1.650 -2.900 0.194
H 1.063 -1.320 0.313
O 0.554 0.001 -0.064
H -0.402 2.744 -1.067
H -1.543 0.021 0.306
C -0.744 0.468 -0.345
*
```

---

Short version: <y> is the most stable of them.